1.
The following is a quantum chemistry calculation of a structure of composition C22H52N7O8Y at a distorted geometry, from the Open Molecules 2025 dataset.

Structure (XYZ):
```
90
Properties=species:S:1:pos:R:3
Y 1.46 -0.58 -3.91
C 0.42 0.69 -0.59
O 0.89 0.28 -1.83
H -0.52 0.20 -0.29
H 1.12 0.52 0.23
H 0.15 1.75 -0.61
C -2.69 -0.48 -6.03
C -2.21 -0.76 -4.63
O -1.03 -0.67 -4.23
N -3.16 -1.01 -3.72
C -2.77 -1.41 -2.38
H -2.08 -1.00 -6.77
H -2.51 0.56 -6.28
H -3.73 -0.80 -6.09
H -4.04 -1.42 -4.02
H -3.64 -1.69 -1.79
H -2.21 -0.63 -1.86
H -2.12 -2.28 -2.41
C 0.24 -3.37 -0.77
C 0.87 -3.51 -2.12
O 0.83 -2.47 -2.86
N 1.52 -4.59 -2.53
C 1.68 -5.85 -1.79
H -0.64 -2.75 -0.80
H 0.98 -2.88 -0.13
H 0.00 -4.27 -0.21
H 1.91 -4.48 -3.46
H 1.20 -5.80 -0.82
H 2.71 -6.18 -1.76
H 1.17 -6.62 -2.38
C -1.69 1.20 2.76
C -2.08 0.65 4.12
O -1.19 0.58 4.95
N -3.36 0.28 4.31
C -3.77 -0.47 5.46
H -2.56 1.43 2.14
H -1.02 0.55 2.21
H -1.22 2.16 2.96
H -4.04 0.36 3.57
H -3.58 -0.01 6.43
H -3.27 -1.45 5.55
H -4.81 -0.78 5.52
C 1.23 -1.26 2.27
C 2.06 -0.01 2.60
O 3.12 0.25 2.06
N 1.47 0.82 3.48
C 2.12 2.01 4.03
H 0.19 -1.15 2.58
H 1.58 -2.20 2.67
H 1.16 -1.25 1.18
H 0.66 0.53 4.01
H 2.64 1.68 4.94
H 1.38 2.73 4.36
H 2.90 2.36 3.36
C 5.81 0.85 -4.31
C 4.56 1.24 -3.55
O 3.51 0.55 -3.67
N 4.54 2.37 -2.88
C 3.43 2.76 -1.99
H 5.65 -0.11 -4.79
H 6.65 0.75 -3.62
H 6.00 1.58 -5.09
H 5.36 2.95 -2.82
H 3.09 1.86 -1.48
H 2.59 3.08 -2.60
H 3.74 3.53 -1.28
C 1.33 6.90 0.71
C 0.75 6.90 -0.69
O 0.54 7.99 -1.23
N 0.49 5.76 -1.37
C 0.24 4.44 -0.82
H 0.73 7.58 1.32
H 2.32 7.32 0.52
H 1.47 5.92 1.16
H 0.20 5.88 -2.33
H 0.21 3.75 -1.66
H -0.72 4.46 -0.30
H 1.03 4.09 -0.15
C -3.16 -2.49 0.97
C -2.48 -3.15 2.16
O -1.32 -3.49 2.08
N -3.24 -3.32 3.29
C -2.82 -4.15 4.41
H -2.55 -1.62 0.75
H -4.20 -2.23 1.19
H -3.10 -3.21 0.15
H -4.23 -3.21 3.15
H -3.62 -4.28 5.14
H -2.01 -3.65 4.94
H -2.47 -5.09 3.99
```

Results
E_HOMO: -12.6549 eV
energy relative to the best compared isomer or geometry (same formula, charge and spin): 228.6 kJ/mol
total charge: +2

=====

2.
The following is a quantum chemistry calculation of a structure of composition C22H53Al2Br2F10N2O9P2 at a distorted geometry, from the Open Molecules 2025 dataset.

Structure (XYZ):
```
102
Properties=species:S:1:pos:R:3
C -0.29 -2.55 0.51
C -0.96 -1.63 -0.46
C -1.79 -0.44 -0.03
C -3.16 -0.87 0.52
O -3.92 -1.22 -0.62
C -5.27 -1.61 -0.39
C -5.62 -2.42 0.88
O -5.88 -3.77 0.53
P -5.32 -4.08 -0.97
F -4.36 -4.21 -2.55
O -5.63 -2.47 -1.44
H 0.65 -2.97 0.01
H -0.93 -3.38 0.82
H -0.04 -1.92 1.36
H -0.12 -1.25 -1.06
H -1.72 -2.37 -1.19
H -2.04 0.11 -0.94
H -1.23 0.17 0.68
H -3.58 -0.01 1.05
H -3.05 -1.71 1.21
H -5.95 -0.76 -0.45
H -6.57 -2.06 1.28
H -4.92 -2.38 1.72
H -3.96 -3.80 -0.37
H -4.89 -5.51 -0.75
H -6.50 -4.56 -1.55
Al -2.99 -5.07 -1.15
C -5.93 -2.79 -4.50
N -6.40 -3.40 -5.78
O -7.17 -4.37 -5.69
O -5.99 -2.92 -6.80
H -6.40 -3.29 -3.66
H -4.85 -2.86 -4.46
H -6.24 -1.74 -4.51
Br -1.41 -1.97 -2.78
Br 2.30 -2.79 -0.95
Al -5.49 -5.30 -4.56
C 4.60 -2.88 -4.32
O 4.87 -2.44 -2.99
H 4.47 -1.99 -4.93
H 5.43 -3.46 -4.72
H 3.69 -3.48 -4.36
H 5.00 -3.22 -2.45
C 1.10 4.01 4.03
C 2.26 3.06 4.23
O 1.90 1.74 4.66
C 1.43 0.81 3.75
O 2.11 0.65 2.65
C -0.11 0.98 3.40
F -0.81 1.40 4.44
F -0.59 -0.23 3.03
F -0.33 1.82 2.37
H 0.36 3.91 4.83
H 1.47 5.04 4.02
H 0.59 3.85 3.08
H 2.88 3.44 5.05
H 2.92 3.01 3.36
H 1.39 -0.12 4.38
C 1.97 4.76 -2.14
C 2.84 3.61 -1.65
N 2.25 2.84 -0.57
C 3.14 1.96 0.12
C 3.70 0.76 -0.67
C 0.92 2.31 -0.80
C 0.77 1.36 -1.99
H 1.69 5.41 -1.32
H 2.53 5.35 -2.87
H 1.06 4.41 -2.64
H 3.78 4.01 -1.29
H 3.09 2.95 -2.50
H 2.64 1.59 1.02
H 3.98 2.56 0.47
H 2.96 -0.02 -0.82
H 4.52 0.32 -0.09
H 4.10 1.06 -1.64
H 0.22 3.14 -0.92
H 0.60 1.81 0.12
H 1.22 1.75 -2.90
H -0.30 1.23 -2.19
H 1.19 0.38 -1.78
F -8.05 -7.05 1.29
P -8.24 -6.81 -0.31
F -8.20 -5.24 -0.88
F -8.80 -8.34 -0.36
F -6.58 -6.61 -0.17
F -9.77 -6.36 0.04
F -7.85 -7.18 -1.89
C 6.26 3.90 1.31
C 5.59 4.85 2.30
O 5.85 4.54 3.65
C 7.21 4.57 4.06
C 7.88 5.92 3.88
H 5.95 2.87 1.51
H 5.98 4.17 0.29
H 7.35 3.93 1.38
H 4.51 4.78 2.19
H 5.87 5.88 2.08
H 7.77 3.78 3.56
H 7.19 4.32 5.12
H 7.93 6.21 2.83
H 8.90 5.88 4.25
H 7.34 6.70 4.42
```

Results
E_HOMO: -10.9644 eV
total charge: +1

=====

3.
The following is a quantum chemistry calculation of a structure of composition C22H53ClHgN15O6, from the Open Molecules 2025 dataset.

Structure (XYZ):
```
98
Properties=species:S:1:pos:R:3
Hg 0.29 0.02 -0.52
C -0.65 1.37 -6.18
N -0.91 0.81 -4.87
C -1.86 -0.30 -4.85
C -0.24 1.21 -3.74
N -0.77 1.31 -2.56
C -2.20 1.51 -2.44
C -2.88 0.56 -1.47
N -2.39 0.62 -0.09
C -2.50 1.97 0.48
C -1.20 2.77 0.44
N -0.16 2.05 1.14
C 0.75 2.68 1.79
N 1.06 4.04 1.68
C 0.96 4.89 2.85
C 1.00 4.71 0.40
N 1.55 2.02 2.68
C 2.93 2.44 2.87
C 1.25 0.62 2.96
C -3.12 -0.36 0.72
C -2.46 -0.64 2.07
N -1.45 -1.67 1.92
C -1.18 -2.47 2.86
N -1.71 -2.49 4.18
C -3.00 -3.14 4.36
C -1.55 -1.28 4.98
N -0.16 -3.45 2.59
C 1.08 -3.11 3.28
C -0.59 -4.80 2.90
N 1.07 1.56 -3.92
C 1.94 0.87 -4.86
C 1.75 2.31 -2.89
H -1.60 1.66 -6.64
H -0.16 0.65 -6.85
H -0.03 2.25 -6.09
H -1.57 -1.03 -5.60
H -2.88 0.04 -5.05
H -1.82 -0.80 -3.88
H -2.73 1.44 -3.39
H -2.38 2.54 -2.09
H -2.74 -0.47 -1.82
H -3.97 0.77 -1.49
H -2.81 1.89 1.52
H -3.29 2.53 -0.03
H -1.41 3.75 0.90
H -0.92 2.95 -0.60
H 1.05 4.30 3.75
H 0.00 5.43 2.88
H 1.76 5.64 2.84
H 0.07 5.26 0.23
H 1.12 3.97 -0.39
H 1.83 5.42 0.33
H 3.47 1.64 3.37
H 3.00 3.34 3.50
H 3.43 2.63 1.92
H 1.68 0.36 3.92
H 1.66 -0.04 2.19
H 0.17 0.49 2.99
H -3.15 -1.29 0.16
H -4.16 -0.03 0.87
H -3.24 -0.92 2.79
H -1.97 0.26 2.44
H -3.07 -4.01 3.72
H -3.85 -2.48 4.14
H -3.10 -3.47 5.40
H -0.57 -0.84 4.79
H -1.60 -1.55 6.03
H -2.31 -0.52 4.79
H 1.42 -2.13 2.97
H 1.85 -3.84 3.00
H 0.96 -3.14 4.38
H 0.20 -5.49 2.58
H -1.49 -5.05 2.34
H -0.77 -4.95 3.97
H 1.42 0.05 -5.34
H 2.79 0.44 -4.32
H 2.33 1.57 -5.61
H 1.05 3.00 -2.42
H 2.57 2.87 -3.34
H 2.16 1.66 -2.11
O 0.52 -2.41 -5.21
Cl 0.76 -2.62 -3.81
O 1.66 -3.76 -3.64
O 1.38 -1.46 -3.22
O -0.48 -2.91 -3.12
N 0.38 -2.57 -0.28
N 1.56 -3.22 -0.71
C 2.74 -2.56 -0.65
N 3.67 -2.97 -1.53
N 2.83 -1.63 0.30
N 3.95 -0.87 0.36
O 3.88 0.11 1.08
O 4.99 -1.16 -0.24
H 0.13 -2.89 0.66
H -0.34 -2.81 -0.94
H 1.44 -3.80 -1.53
H 3.33 -3.36 -2.40
H 4.56 -2.49 -1.49
```

Results
spin multiplicity: 2
E_HOMO (alpha / beta): -6.0716 / -8.2865 eV
expectation value of S²: 0.753
energy relative to the best compared isomer or geometry (same formula, charge and spin): 9.7 kJ/mol

=====

4.
The following is a quantum chemistry calculation of a structure of composition C22H53ClP2Yb at a distorted geometry, from the Open Molecules 2025 dataset.

Structure (XYZ):
```
79
Properties=species:S:1:pos:R:3
Yb 0.67 0.26 -0.40
Cl 0.65 -2.25 -0.64
P -1.44 -0.60 -2.66
C -2.30 -2.22 -3.12
C -2.61 0.74 -3.31
C 0.01 -0.64 -3.91
C -2.86 -2.76 -1.78
H -1.49 -2.89 -3.46
C -3.39 -2.11 -4.16
H -4.19 -1.43 -3.86
H -3.81 -3.10 -4.32
H -3.00 -1.82 -5.14
H -2.07 -2.80 -1.03
H -3.21 -3.78 -1.94
H -3.68 -2.16 -1.42
H 0.53 -1.59 -3.64
C 0.95 0.56 -3.64
C -0.47 -0.72 -5.38
H -0.96 -1.69 -5.59
H 0.40 -0.66 -6.02
H -1.17 0.09 -5.63
H 1.19 0.80 -2.59
H 0.59 1.45 -4.15
H 1.91 0.28 -4.06
C -3.84 0.82 -2.36
H -2.96 0.43 -4.30
C -1.93 2.11 -3.47
H -4.62 0.08 -2.58
H -4.32 1.80 -2.48
H -3.55 0.71 -1.31
H -1.25 2.33 -2.63
H -2.70 2.89 -3.47
H -1.37 2.23 -4.40
H -1.29 0.30 0.28
H 2.14 1.57 0.38
P 1.60 -0.98 2.34
C 3.29 -1.83 2.18
C 1.95 0.38 3.60
C 0.65 -2.32 3.33
C 3.86 -1.33 0.84
H 3.04 -2.91 2.09
C 4.27 -1.62 3.32
H 4.52 -0.56 3.46
H 5.18 -2.17 3.09
H 3.92 -2.04 4.27
H 3.19 -1.58 0.01
H 4.82 -1.84 0.66
H 4.03 -0.24 0.85
H 0.66 -3.18 2.62
C -0.82 -1.84 3.52
C 1.34 -2.76 4.65
H 2.27 -3.30 4.44
H 0.67 -3.46 5.15
H 1.54 -1.90 5.32
H -1.10 -0.99 2.88
H -1.00 -1.59 4.58
H -1.47 -2.66 3.20
C 2.84 1.47 2.95
H 2.50 -0.06 4.44
C 0.66 0.98 4.18
H 3.91 1.23 2.93
H 2.70 2.44 3.48
H 2.52 1.66 1.88
H -0.01 1.30 3.37
H 0.93 1.88 4.77
H 0.11 0.30 4.86
C 0.59 3.59 -0.20
C -0.24 3.00 0.91
C -1.25 4.11 1.38
C -1.11 1.70 0.59
H -0.03 3.90 -1.02
H 1.32 2.89 -0.54
H 1.14 4.46 0.17
H 0.42 2.87 1.79
H -1.94 4.39 0.56
H -1.87 3.78 2.23
H -0.78 5.06 1.67
H -1.65 1.58 1.56
H -1.75 2.02 -0.16
```

Results
spin multiplicity: 2
E_HOMO (alpha / beta): -0.5910 / -2.8889 eV
expectation value of S²: 0.754
total charge: -1

=====

5.
The following is a quantum chemistry calculation of a cluster of 9 separate species, C22H54BF4N3O5 in total at a distorted geometry, from the Open Molecules 2025 dataset.

Structure (XYZ):
```
89
Properties=species:S:1:pos:R:3
C 4.38 -110.53 48.14
C 5.61 -111.53 48.37
C 5.43 -112.36 49.62
N 6.62 -113.27 49.75
C 7.86 -112.60 50.08
C 6.80 -114.16 48.66
C 7.54 -115.37 49.10
C 6.96 -115.64 50.46
C 6.34 -114.27 50.93
H 4.44 -109.95 47.23
H 4.23 -109.86 49.11
H 3.46 -111.02 48.20
H 6.46 -110.85 48.30
H 5.54 -112.15 47.58
H 4.50 -112.97 49.74
H 5.28 -111.70 50.49
H 8.73 -113.35 50.24
H 7.65 -112.06 51.16
H 8.26 -111.97 49.44
H 7.42 -113.85 47.91
H 5.78 -114.62 48.35
H 8.44 -114.99 49.25
H 7.33 -116.35 48.54
H 7.63 -115.90 51.19
H 6.12 -116.42 50.29
H 6.56 -113.89 51.91
H 5.28 -114.42 51.20
B 10.46 -114.49 46.50
F 11.53 -114.82 45.76
F 10.62 -113.23 46.98
F 9.22 -114.56 45.85
F 10.38 -115.46 47.53
C 12.41 -117.80 44.27
C 13.72 -117.59 43.42
N 14.80 -117.56 42.85
H 12.16 -118.69 44.60
H 12.55 -117.03 44.91
H 11.65 -117.50 43.61
C 9.44 -118.62 49.31
C 7.91 -118.82 49.52
N 6.79 -118.95 49.74
H 9.33 -117.49 48.90
H 9.69 -118.97 50.17
H 9.63 -119.42 48.55
C 13.77 -116.84 48.64
C 14.09 -115.58 47.81
O 15.13 -114.89 48.39
H 14.39 -117.63 49.03
H 12.77 -117.53 48.12
H 13.52 -116.46 49.57
H 13.49 -114.66 47.90
H 14.28 -115.97 46.71
H 15.23 -114.17 47.82
C 11.84 -112.20 51.47
C 12.02 -112.55 50.02
O 11.24 -113.77 49.89
H 12.00 -112.97 52.00
H 10.95 -111.93 51.87
H 12.61 -111.49 51.74
H 12.99 -112.60 49.71
H 11.65 -111.98 49.22
H 11.32 -114.06 48.89
C 14.36 -110.99 44.03
C 13.43 -111.81 44.91
O 13.23 -113.07 44.31
H 15.29 -111.67 44.34
H 14.60 -110.12 44.43
H 13.96 -110.99 42.84
H 12.34 -111.41 44.98
H 13.71 -111.80 46.00
H 12.67 -113.66 44.85
C 7.80 -119.07 45.84
C 8.44 -117.66 45.74
O 7.50 -116.66 45.84
H 8.54 -119.95 45.76
H 7.02 -119.32 45.09
H 7.27 -119.11 46.76
H 8.94 -117.46 44.90
H 9.28 -117.47 46.61
H 8.04 -115.99 45.97
C 7.61 -110.33 44.88
C 8.33 -111.71 45.30
O 8.79 -111.51 46.59
H 7.28 -110.64 44.01
H 8.27 -109.44 44.72
H 6.54 -110.06 45.15
H 8.99 -111.98 44.66
H 7.66 -112.58 45.17
H 9.34 -112.27 46.80
```

Results
E_HOMO: -9.1580 eV
energy relative to the best compared isomer or geometry (same formula, charge and spin): 442.9 kJ/mol